Here is the molecule C5H6F2 from the Open Molecules 2025 dataset. Energies are from the ωB97M-V functional and the def2-TZVPD basis.

```
13
Properties=species:S:1:pos:R:3
C -0.13 0.91 -0.68
C 0.73 0.06 -0.20
C -1.53 0.49 -0.36
C -1.20 -0.60 0.67
C 2.02 -0.42 0.08
F -2.33 1.62 0.03
F -1.62 -1.83 0.38
H 0.20 1.89 -1.01
H -2.09 -0.11 -1.20
H -1.01 -0.29 1.76
H 2.58 0.14 0.77
H 2.53 -0.57 -0.86
H 1.85 -1.29 0.61
```

Results
Multiplicity: 1
Frontier orbital gap (spin up / spin down), eV: 8.88 / 8.88

Löwdin population analysis, charges in e, atoms 1 to 6: C -0.0911; C -0.0674; C -0.2902; C -0.1063; C -0.0766; F -0.0542

Here is the molecule C20H20N2O4S2 from the Open Molecules 2025 dataset. Energies are from the ωB97M-V functional and the def2-TZVPD basis.

```
48
Properties=species:S:1:pos:R:3
C 2.55 3.64 -0.13
H 2.98 2.72 -0.14
O 1.10 3.38 -0.66
C 0.37 2.76 0.19
C 0.74 2.33 1.31
C -0.03 1.43 2.17
C -1.29 1.27 1.85
C -1.78 1.87 0.36
C -0.85 2.62 -0.34
H -1.23 3.12 -1.14
H -2.71 1.56 0.08
N -2.18 0.38 2.22
S -3.64 -0.21 1.65
O -4.03 -1.41 2.69
O -4.51 0.61 1.03
C -2.80 -1.37 0.43
C -1.57 -1.31 0.25
C -0.94 -2.07 -0.87
C -1.95 -2.82 -1.95
C -3.16 -2.77 -1.55
C -3.74 -1.96 -0.64
C -5.08 -2.08 -0.23
H -5.42 -2.37 0.71
H -5.66 -2.72 -0.87
H -5.61 -1.00 -0.74
H -3.95 -3.24 -2.34
H -1.50 -3.08 -2.64
N 0.38 -2.26 -1.31
C 1.48 -1.62 -0.33
O 1.22 -1.16 0.75
C 2.77 -1.84 -1.17
C 3.70 -0.61 -0.72
C 4.55 0.00 -1.36
C 5.30 1.10 -0.56
C 5.00 0.99 0.75
S 3.75 -0.45 1.00
H 5.32 1.56 1.37
H 6.09 1.52 -0.77
H 4.71 -0.11 -2.43
H 2.86 -1.87 -2.15
H 3.10 -2.75 -0.59
H 0.84 -2.67 -1.93
H -0.76 -0.90 0.86
H -1.87 0.03 3.23
H 0.35 0.87 2.90
H 1.67 2.23 1.78
H 2.55 4.26 0.85
H 2.88 4.40 -0.87
```

Results
Multiplicity: 1
Frontier orbital gap, eV: 7.50
SMILES: COc1ccc(NS(=O)(=O)c2cc(NC(=O)Cc3cccs3)ccc2C)cc1

Löwdin population analysis, charges in e, atoms 1 to 6: C 0.0406; H 0.0234; O -0.0336; C -0.4924; C -0.0301; C -0.0211

Here is the molecule O3S2 from the Open Molecules 2025 dataset. Energies are from the ωB97M-V functional and the def2-TZVPD basis.

```
5
Properties=species:S:1:pos:R:3
O -0.56 1.10 0.05
O -0.57 -1.10 0.05
O 2.26 0.00 0.22
S -1.97 0.00 0.01
S 0.85 0.00 -0.32
```

Results
Multiplicity: 1
Frontier orbital gap, eV: 7.23

List of Löwdin charges in e, atom by atom: O -0.7579; O -0.7603; O -0.4062; S 0.8730; S 1.0514

Here is the molecule C4H7NO from the Open Molecules 2025 dataset. Energies are from the ωB97M-V functional and the def2-TZVPD basis.

```
13
Properties=species:S:1:pos:R:3
O 2.52 -1.61 -0.42
C 1.83 -0.62 -0.50
N 0.97 -0.20 0.47
C -0.10 0.65 0.08
C -1.09 0.93 1.04
C -1.11 -0.38 -1.01
H 1.84 0.08 -1.36
H 0.81 -0.86 1.23
H 0.26 1.49 -0.51
H -1.20 0.40 1.98
H -1.63 1.88 0.97
H -2.20 -0.31 -1.12
H -0.89 -1.46 -0.85
```

Results
Multiplicity: 1
Frontier orbital gap (spin up / spin down), eV: 8.24 / 8.70

Löwdin population analysis, charges in e, atoms 1 to 6: O 0.0340; C -0.3682; N 0.0130; C -0.4445; C 0.0485; C 0.1313

Here is C34H24Cl2IrN2O6S5 as an isolated structure from the Open Molecules 2025 dataset. Energies are from the ωB97M-V functional and the def2-TZVPD basis.

```
74
Properties=species:S:1:pos:R:3
Ir 0.36 0.81 0.11
C -0.49 -3.69 0.63
C 0.23 -2.37 0.82
O -0.20 -1.42 0.15
C 1.35 -2.28 1.74
C 1.65 -3.37 2.58
C 2.72 -3.37 3.44
C 3.57 -2.26 3.44
C 3.33 -1.18 2.63
C 2.21 -1.15 1.76
O 2.07 -0.09 1.02
H -1.26 -3.55 -0.12
H -0.95 -4.01 1.56
H 0.21 -4.47 0.31
H 1.00 -4.24 2.56
H 2.92 -4.22 4.08
H 4.44 -2.25 4.09
H 3.98 -0.32 2.62
Cl -6.28 4.37 0.48
C -4.90 3.32 0.38
C -4.99 2.02 0.89
C -3.91 1.18 0.82
Cl -4.04 -0.42 1.46
C -2.68 1.58 0.25
O -1.71 0.73 0.20
C -2.62 2.91 -0.24
C -1.41 3.43 -0.83
O -0.32 2.86 -0.88
C -3.73 3.76 -0.17
H -5.92 1.68 1.33
H -1.49 4.43 -1.28
H -3.65 4.77 -0.57
C 1.60 0.31 5.65
S 0.38 1.58 6.09
C 0.42 2.68 4.75
C 0.27 2.36 3.39
S -0.10 0.84 2.83
S 0.41 3.73 2.31
C 0.51 4.97 3.51
S 0.57 6.56 3.19
S 0.60 4.33 5.13
H 1.79 -0.23 6.58
H 2.52 0.78 5.32
H 1.23 -0.37 4.89
O 2.22 2.46 0.02
C 2.53 1.90 -1.03
N 3.65 2.10 -1.79
C 3.78 0.98 -2.74
C 2.40 0.28 -2.56
O 2.03 -0.67 -3.20
N 1.73 0.93 -1.55
C 3.94 1.44 -4.17
C 3.94 2.78 -4.52
C 4.07 3.17 -5.84
C 4.20 2.21 -6.84
C 4.19 0.86 -6.50
C 4.07 0.48 -5.18
C 4.90 0.05 -2.26
C 6.18 0.16 -2.77
C 7.21 -0.61 -2.26
C 6.97 -1.51 -1.23
C 5.68 -1.62 -0.71
C 4.65 -0.84 -1.22
H 4.47 2.46 -1.32
H 3.83 3.53 -3.74
H 4.07 4.22 -6.10
H 4.30 2.51 -7.87
H 4.29 0.11 -7.27
H 4.05 -0.57 -4.91
H 6.38 0.85 -3.58
H 8.21 -0.52 -2.67
H 7.77 -2.12 -0.83
H 5.48 -2.31 0.10
H 3.66 -0.93 -0.79
```

Results
Multiplicity: 6
Frontier orbital gap (spin up / spin down), eV: 7.36 / 5.31

Löwdin population analysis, charges in e, atoms 1 to 6: Ir 1.5713; C 0.0027; C -0.3454; O -0.0579; C -0.1049; C -0.0375

Here is C23H18BrIN5O3Re as an isolated structure from the Open Molecules 2025 dataset. Energies are from the ωB97M-V functional and the def2-TZVPD basis.

```
52
Properties=species:S:1:pos:R:3
Re -0.20 0.12 -0.09
O -1.75 3.91 -0.14
C -1.13 2.91 0.12
N -0.77 1.93 -0.78
C -1.25 2.01 -2.12
C -1.56 3.16 -2.84
C -2.01 3.02 -4.14
C -2.16 1.76 -4.72
C -1.84 0.61 -4.02
C -1.38 0.75 -2.72
N -0.86 -0.28 -1.90
C -0.47 -1.50 -2.43
O -1.05 -2.19 -3.23
C 0.96 -1.76 -1.98
C 1.73 -2.76 -2.54
C 3.08 -2.82 -2.21
C 3.60 -1.86 -1.35
C 2.77 -0.91 -0.81
N 1.46 -0.85 -1.11
C -0.69 2.63 1.52
C -0.94 3.58 2.49
C -0.56 3.32 3.79
C 0.01 2.10 4.08
C 0.20 1.18 3.07
N -0.12 1.44 1.79
H -1.45 4.13 -2.39
H -2.25 3.90 -4.71
H -2.52 1.67 -5.73
H -1.95 -0.37 -4.46
H 1.26 -3.46 -3.22
H 3.71 -3.58 -2.64
H 4.65 -1.85 -1.10
H 3.14 -0.15 -0.14
H -1.42 4.50 2.18
H -0.73 4.05 4.57
H 0.28 1.83 5.09
H 0.57 0.20 3.30
Br -1.52 -3.17 0.36
C -0.10 -2.71 1.48
C 0.35 -3.66 2.39
C 1.48 -3.38 3.13
C 2.13 -2.17 2.93
C 1.60 -1.28 2.02
N 0.48 -1.53 1.31
H -0.19 -4.59 2.50
H 1.85 -4.09 3.85
H 3.03 -1.91 3.47
H 2.07 -0.32 1.85
I -2.38 -1.08 3.64
O -2.09 0.05 0.72
H -2.81 -0.21 0.12
H -2.27 -0.33 1.71
```

Results
Multiplicity: 4
Frontier orbital gap (spin up / spin down), eV: 6.56 / 5.41
Total charge: +1

Löwdin population analysis, charges in e, atoms 1 to 6: Re 1.6967; O 0.1173; C -0.4365; N -0.0595; C -0.1899; C 0.0024

Here is a 2-piece molecular cluster, C3H11NO2S2 overall from the Open Molecules 2025 dataset. Energies are from the ωB97M-V functional and the def2-TZVPD basis.

```
19
Properties=species:S:1:pos:R:3
N -1.02 -0.66 1.20
C -0.47 0.15 0.14
C -1.43 0.48 -1.05
O -2.11 -0.70 -1.37
C 0.27 1.31 0.79
S 1.92 0.85 1.39
S 1.96 -0.77 2.70
H -1.53 -1.47 0.82
H -1.73 -0.13 1.71
H 0.25 -0.47 -0.40
H -2.24 1.16 -0.74
H -0.82 0.94 -1.84
H -1.61 -1.22 -2.01
H -0.21 1.93 1.57
H 0.49 2.11 0.05
H 0.99 -1.50 2.09
H 2.71 -0.68 -0.98
H 1.81 -0.64 -2.16
O 2.75 -0.68 -1.94
```

Results
Multiplicity: 1
Frontier orbital gap, eV: 8.73
SMILES: N[C@@H](CO)CSS.O

Löwdin population analysis, charges in e, atoms 1 to 6: N 0.0201; C -0.4828; C -0.2360; O -0.0572; C -0.5083; S 0.4224

Here is the molecule C22H24N2O5S from the Open Molecules 2025 dataset. Energies are from the ωB97M-V functional and the def2-TZVPD basis.

```
54
Properties=species:S:1:pos:R:3
C -3.15 -4.30 2.03
H -3.74 -5.12 2.44
O -3.10 -4.52 0.64
C -2.53 -3.57 -0.14
C -1.87 -2.44 0.34
C -1.35 -1.51 -0.55
C -1.46 -1.71 -1.92
C -2.09 -2.85 -2.39
C -2.62 -3.77 -1.52
H -3.13 -4.65 -1.87
H -2.18 -3.00 -3.46
H -1.07 -0.98 -2.60
C -0.67 -0.26 -0.02
N 0.53 0.05 -0.76
C 0.39 1.15 -1.51
O 1.17 1.65 -2.30
C -0.94 1.73 -1.17
C -1.55 0.95 -0.25
C -2.86 1.03 0.39
O -3.36 0.05 0.94
C -3.56 2.31 0.38
C -3.10 3.60 0.34
C -4.13 4.55 0.45
C -5.36 3.98 0.58
S -5.29 2.27 0.59
H -6.31 4.47 0.67
H -3.96 5.61 0.44
H -2.06 3.86 0.25
O -1.29 2.85 -1.80
H -0.57 3.06 -2.42
C 1.65 -0.86 -0.82
H 2.27 -0.58 -1.67
H 1.26 -1.87 -0.97
C 2.52 -0.84 0.45
N 3.74 -0.08 0.26
C 3.52 1.34 0.11
C 4.85 2.04 -0.16
H 4.72 3.12 -0.21
O 5.79 1.80 0.86
C 6.00 0.42 1.01
C 4.70 -0.31 1.33
H 4.89 -1.39 1.41
H 4.31 0.05 2.30
H 6.72 0.30 1.83
H 6.42 0.00 0.09
H 5.25 1.67 -1.12
H 2.85 1.52 -0.73
H 3.06 1.77 1.03
H 2.81 -1.86 0.70
H 1.93 -0.45 1.30
H -0.45 -0.39 1.05
H -1.78 -2.26 1.40
H -3.64 -3.35 2.27
H -2.15 -4.31 2.48
```

Results
Multiplicity: 1
Frontier orbital gap, eV: 8.11
SMILES: COc1cccc([C@@H]2C(C(=O)c3cccs3)=C(O)C(=O)N2CCN2CCOCC2)c1

Löwdin population analysis, charges in e, atoms 1 to 6: C -0.0826; H 0.0932; O -0.0793; C -0.2629; C 0.0271; C -0.1770

Here is C43H48N4O4P3RhS3 as an isolated structure from the Open Molecules 2025 dataset. Energies are from the ωB97M-V functional and the def2-TZVPD basis.

```
106
Properties=species:S:1:pos:R:3
Rh -9.18 -21.89 6.45
C -7.57 -21.88 9.46
N -6.85 -23.06 9.19
C -7.13 -23.91 8.05
P -8.97 -23.82 7.44
C -10.02 -24.18 8.73
C -11.01 -23.33 9.18
C -11.66 -23.56 10.36
C -11.36 -24.75 11.08
C -10.51 -25.72 10.55
C -9.89 -25.47 9.34
C -9.18 -25.29 6.38
C -10.37 -26.05 6.30
C -10.48 -27.05 5.36
C -9.44 -27.35 4.48
C -8.25 -26.65 4.56
C -8.08 -25.69 5.58
C -6.05 -23.49 10.30
C -4.75 -24.05 10.10
C -3.97 -24.38 11.20
C -4.41 -24.06 12.49
C -5.62 -23.42 12.71
C -6.45 -23.11 11.63
P -7.88 -20.70 8.02
C -8.51 -19.22 8.83
C -9.51 -19.40 9.81
C -10.18 -18.29 10.37
C -9.77 -17.02 10.08
C -8.76 -16.82 9.12
C -8.11 -17.91 8.50
C -6.17 -20.25 7.42
C -5.92 -20.00 6.06
C -4.63 -19.63 5.63
C -3.59 -19.65 6.55
C -3.89 -19.66 7.91
C -5.16 -19.95 8.35
H -7.07 -21.31 10.29
H -8.62 -22.09 9.79
H -6.94 -24.93 8.30
H -6.46 -23.61 7.24
H -11.25 -22.41 8.62
H -12.40 -22.82 10.72
H -11.75 -24.96 12.10
H -10.43 -26.71 11.03
H -9.25 -26.29 8.93
H -11.15 -25.94 7.05
H -11.41 -27.62 5.35
H -9.64 -28.11 3.72
H -7.38 -26.84 3.96
H -7.12 -25.25 5.73
H -4.38 -24.10 9.10
H -3.02 -24.91 11.04
H -3.78 -24.37 13.32
H -5.89 -23.17 13.77
H -7.44 -22.65 11.74
H -9.74 -20.43 10.08
H -11.02 -18.47 11.05
H -10.18 -16.14 10.58
H -8.49 -15.82 8.85
H -7.35 -17.82 7.79
H -6.79 -20.11 5.38
H -4.57 -19.38 4.60
H -2.56 -19.68 6.22
H -3.07 -19.53 8.62
H -5.43 -19.92 9.41
O -9.15 -12.60 6.86
N -8.12 -13.05 6.35
O -7.95 -14.22 5.95
C -12.15 -23.77 1.32
C -11.63 -23.38 2.69
C -12.42 -23.34 3.85
C -11.84 -22.86 5.01
N -10.50 -22.53 5.01
C -9.86 -22.65 3.87
S -8.22 -22.06 4.11
N -10.30 -23.08 2.71
H -12.22 -24.87 1.32
H -11.49 -23.37 0.55
H -13.16 -23.31 1.19
H -13.43 -23.74 3.92
H -12.39 -22.67 5.93
C -12.97 -16.74 3.47
C -12.33 -16.50 4.83
C -11.54 -15.19 4.77
O -11.52 -17.57 5.35
P -10.60 -18.58 4.49
S -11.61 -19.76 3.30
S -9.46 -19.31 5.89
O -9.62 -17.44 3.75
C -8.55 -17.87 2.76
C -7.50 -16.81 2.86
C -9.25 -17.96 1.41
H -13.38 -15.76 3.18
H -13.86 -17.43 3.56
H -12.30 -17.13 2.76
H -13.08 -16.36 5.63
H -10.92 -15.13 3.88
H -10.91 -14.99 5.65
H -12.19 -14.36 4.55
H -8.18 -18.84 3.21
H -7.95 -15.82 2.96
H -6.90 -16.76 1.90
H -6.95 -17.05 3.79
H -9.41 -16.91 1.10
H -10.21 -18.51 1.51
H -8.61 -18.43 0.66
```

Results
Multiplicity: 5
Frontier orbital gap (spin up / spin down), eV: 4.89 / 4.87

Löwdin population analysis, charges in e, atoms 1 to 6: Rh 0.3639; C -0.3624; N -0.1889; C -0.2413; P 0.8738; C -0.4239

Here is C3H3N3O2 as an isolated structure from the Open Molecules 2025 dataset. Energies are from the ωB97M-V functional and the def2-TZVPD basis.

```
11
Properties=species:S:1:pos:R:3
C 0.36 -1.05 -1.22
C 0.57 -0.07 -0.41
C -0.10 1.27 1.17
H -0.91 -2.59 -1.96
H 1.18 -1.94 -1.17
H -1.63 2.30 1.46
N -0.69 2.15 1.87
N 1.19 0.74 1.52
N 1.51 -0.09 0.55
O -0.87 -1.39 -1.75
O -0.61 0.67 -0.05
```

Results
Multiplicity: 1
Frontier orbital gap, eV: 8.19

Löwdin population analysis, charges in e, atoms 1 to 6: C -0.1300; C -0.3628; C -0.4416; H 0.2823; H 0.1835; H 0.0760

Here is a 3-piece molecular cluster, C2H12N3O2 overall from the Open Molecules 2025 dataset. Energies are from the ωB97M-V functional and the def2-TZVPD basis.

```
19
Properties=species:S:1:pos:R:3
C 0.29 1.59 -0.98
N 1.44 0.77 -0.69
C 1.33 -0.60 -0.45
N 2.43 -1.42 -0.30
N 0.04 -1.06 -0.33
H -0.49 1.19 -1.71
H 0.68 2.56 -1.47
H -0.23 1.83 -0.01
H 2.40 1.04 -0.70
H 3.29 -1.16 0.03
H 2.26 -2.44 -0.34
H -0.26 -1.98 -0.59
H -0.61 -0.44 0.16
H -1.37 0.40 2.79
H -1.47 -1.13 2.95
O -1.31 -0.44 2.29
H -3.04 0.52 0.55
H -2.96 0.22 -0.98
O -2.41 0.54 -0.22
```

Results
Multiplicity: 1
Frontier orbital gap, eV: 11.46
Total charge: +1

Löwdin population analysis, charges in e, atoms 1 to 6: C -0.0881; N 0.0269; C -0.3147; N 0.1902; N 0.1780; H 0.1120

Here is C26H23Cl5N7OTi as an isolated structure from the Open Molecules 2025 dataset. Energies are from the ωB97M-V functional and the def2-TZVPD basis.

```
63
Properties=species:S:1:pos:R:3
Ti 0.86 0.15 -0.09
N 0.08 -2.66 3.12
C 0.52 -2.12 2.01
N 0.35 -0.84 1.70
C -0.22 0.02 2.66
N -0.23 1.30 2.47
N 0.44 1.61 1.30
C 0.69 2.83 1.00
C 1.47 3.03 -0.22
C 1.88 4.27 -0.65
C 2.70 4.34 -1.78
C 3.06 3.17 -2.43
C 2.58 1.96 -1.95
N 1.79 1.88 -0.87
C -0.82 -0.56 3.85
C -1.52 0.20 4.79
C -2.01 -0.42 5.92
C -1.81 -1.78 6.14
C -1.12 -2.55 5.22
C -0.63 -1.92 4.08
H 0.26 -3.64 3.28
H 1.03 -2.76 1.30
H 0.37 3.64 1.65
H 1.60 5.16 -0.11
H 3.06 5.30 -2.14
H 3.71 3.18 -3.29
H 2.84 1.02 -2.42
H -1.65 1.26 4.63
H -2.55 0.17 6.66
H -2.20 -2.25 7.03
H -0.97 -3.61 5.38
Cl 3.39 0.32 1.38
C 3.47 -0.97 0.21
C 2.32 -1.16 -0.55
C 2.30 -2.20 -1.48
Cl 0.88 -2.49 -2.42
C 3.42 -3.02 -1.65
Cl 3.41 -4.28 -2.79
C 4.57 -2.79 -0.87
Cl 5.92 -3.78 -1.06
C 4.60 -1.76 0.09
Cl 5.96 -1.48 1.06
C -2.98 -0.16 0.23
N -2.90 0.04 -1.22
C -4.17 0.16 -1.98
C -3.95 -0.26 -3.41
C -2.80 0.52 -4.01
N -1.61 0.43 -3.13
C -0.31 0.66 -3.75
C -1.75 0.22 -1.83
O -0.65 0.20 -1.09
H -2.89 0.79 0.76
H -2.22 -0.86 0.56
H -3.96 -0.59 0.45
H -4.52 1.19 -1.91
H -4.90 -0.48 -1.48
H -4.86 -0.08 -3.99
H -3.75 -1.33 -3.46
H -3.05 1.57 -4.15
H -2.51 0.11 -4.97
H -0.08 1.73 -3.79
H -0.35 0.27 -4.77
H 0.47 0.12 -3.22
```

Results
Multiplicity: 1
Frontier orbital gap, eV: 6.67
Total charge: +3

Löwdin population analysis, charges in e, atoms 1 to 6: Ti 1.0914; N 0.1802; C -0.0722; N 0.0135; C -0.2616; N 0.1370

Which of these has the highest multiplicity?
C34H24Cl2IrN2O6S5